No. 1
Molecular formula: C24H62N4O18
Method: DFT, wB97M-V/def2-TZVPD

Structure (SMILES) = C[N+](=O)[O-].C[N+](=O)[O-].C[N+](=O)[O-].C[N+](=O)[O-].COCCOC.COCCOC.COCCOC.COCCOC.COCCOC

Each atom is followed by the atoms it is bonded to, with distances in Å.
Cartesian coordinates (Å):
1 C 0.2769 -16.2116 -16.6406  O2 1.430, H7 1.090, H8 1.090, H9 1.090
2 O 0.0636 -16.1774 -18.0538  C1 1.430, C3 1.434
3 C -0.9764 -15.2507 -18.3929  O2 1.434, C4 1.529, H10 1.090, H11 1.090
4 C -1.0775 -15.0162 -19.9003  C3 1.529, O5 1.385, H12 1.090, H13 1.090
5 O -1.1010 -16.1859 -20.6413  C4 1.385, C6 1.378
6 C -1.5941 -16.0999 -21.9247  O5 1.378, H14 1.090, H15 1.090, H16 1.090
7 H 0.6327 -15.2873 -16.1855  C1 1.090
8 H 1.0999 -16.9249 -16.5941  C1 1.090
9 H -0.6573 -16.4736 -16.1440  C1 1.090
10 H -0.8523 -14.3032 -17.8687  C3 1.090
11 H -1.9363 -15.6575 -18.0746  C3 1.090
12 H -0.3258 -14.3037 -20.2400  C4 1.090
13 H -2.0667 -14.5831 -20.0485  C4 1.090
14 H -1.5232 -17.0546 -22.4459  C6 1.090
15 H -0.9098 -15.3843 -22.3807  C6 1.090
16 H -2.5880 -15.6631 -22.0219  C6 1.090
17 C -4.4894 -6.6454 -19.3883  O18 1.398, H23 1.090, H24 1.090, H25 1.090
18 O -4.0911 -7.9779 -19.5261  C17 1.398, C19 1.474
19 C -3.4597 -8.3963 -20.7901  O18 1.474, C20 1.545, H26 1.090, H27 1.090
20 C -3.0840 -9.8685 -21.0712  C19 1.545, O21 1.417, H28 1.090, H29 1.090
21 O -4.3034 -10.5650 -21.2595  C20 1.417, C22 1.460
22 C -3.9146 -11.9060 -21.6854  O21 1.460, H30 1.090, H31 1.090, H32 1.090
23 H -3.6640 -5.9496 -19.5392  C17 1.090
24 H -4.8586 -6.4122 -18.3896  C17 1.090
25 H -5.2680 -6.3135 -20.0751  C17 1.090
26 H -2.6850 -7.6571 -20.9934  C19 1.090
27 H -4.1594 -8.1550 -21.5903  C19 1.090
28 H -2.6821 -10.2133 -20.1185  C20 1.090
29 H -2.4697 -9.8508 -21.9715  C20 1.090
30 H -3.1536 -12.2630 -20.9914  C22 1.090
31 H -3.5019 -11.9146 -22.6942  C22 1.090
32 H -4.7620 -12.5904 -21.7247  C22 1.090
33 C -3.7331 -19.7060 -23.2732  O34 1.433, H39 1.090, H40 1.090, H41 1.090
34 O -3.7789 -20.7293 -24.2757  C33 1.433, C35 1.429
35 C -4.8280 -21.6727 -24.0498  O34 1.429, C36 1.528, H42 1.090, H43 1.090
36 C -4.2982 -23.0388 -23.6146  C35 1.528, O37 1.447, H44 1.090, H45 1.090
37 O -3.7109 -22.9505 -22.2954  C36 1.447, C38 1.430
38 C -3.2999 -24.1686 -21.6694  O37 1.430, H46 1.090, H47 1.090, H48 1.090
39 H -4.6356 -19.1005 -23.1895  C33 1.090
40 H -2.8766 -19.0661 -23.4855  C33 1.090
41 H -3.5576 -20.1377 -22.2878  C33 1.090
42 H -5.3894 -21.6887 -24.9839  C35 1.090
43 H -5.4416 -21.3134 -23.2237  C35 1.090
44 H -3.4621 -23.3700 -24.2305  C36 1.090
45 H -5.0398 -23.8369 -23.6489  C36 1.090
46 H -4.1853 -24.6050 -21.2071  C38 1.090
47 H -2.5102 -23.9111 -20.9635  C38 1.090
48 H -2.8267 -24.8664 -22.3602  C38 1.090
49 C -0.4190 -12.2593 -22.6003  O50 1.434, H55 1.090, H56 1.090, H57 1.090
50 O 0.4455 -11.8779 -23.6783  C49 1.434, C51 1.428
51 C -0.1076 -12.0604 -24.9820  O50 1.428, C52 1.546, H58 1.090, H59 1.090
52 C -0.2487 -13.5240 -25.4610  C51 1.546, O53 1.440, H60 1.090, H61 1.090
53 O -1.2427 -14.3387 -24.8115  C52 1.440, C54 1.408
54 C -2.5558 -14.1001 -25.2585  O53 1.408, H62 1.090, H63 1.090, H64 1.090
55 H -1.3179 -11.6480 -22.6809  C49 1.090
56 H -0.0239 -11.9676 -21.6272  C49 1.090
57 H -0.7317 -13.3035 -22.6004  C49 1.090
58 H 0.6168 -11.5317 -25.6016  C51 1.090
59 H -1.1040 -11.6210 -25.0269  C51 1.090
60 H 0.6175 -14.0967 -25.1297  C52 1.090
61 H -0.3110 -13.7030 -26.5344  C52 1.090
62 H -3.2303 -14.7032 -24.6507  C54 1.090
63 H -2.7847 -14.3849 -26.2855  C54 1.090
64 H -2.9821 -13.1139 -25.0749  C54 1.090
65 C -5.0895 -11.6838 -26.6968  O66 1.451, H71 1.090, H72 1.090, H73 1.090
66 O -5.6297 -13.0286 -26.7683  C65 1.451, C67 1.454
67 C -6.2421 -13.5818 -25.5709  O66 1.454, C68 1.549, H74 1.090, H75 1.090
68 C -6.8454 -15.0002 -25.7294  C67 1.549, O69 1.388, H76 1.090, H77 1.090
69 O -7.8919 -15.1157 -26.6341  C68 1.388, C70 1.424
70 C -7.5678 -15.0988 -28.0208  O69 1.424, H78 1.090, H79 1.090, H80 1.090
71 H -5.9038 -10.9787 -26.5301  C65 1.090
72 H -4.6062 -11.3836 -27.6266  C65 1.090
73 H -4.3239 -11.5622 -25.9306  C65 1.090
74 H -6.9877 -12.8933 -25.1734  C67 1.090
75 H -5.4013 -13.6583 -24.8815  C67 1.090
76 H -7.0798 -15.2642 -24.6982  C68 1.090
77 H -5.9598 -15.5539 -26.0414  C68 1.090
78 H -8.3825 -15.0880 -28.7449  C70 1.090
79 H -6.9114 -15.9381 -28.2505  C70 1.090
80 H -6.9451 -14.2476 -28.2964  C70 1.090
81 C -9.1240 -13.6695 -22.8179  N82 1.481, H85 1.090, H86 1.090, H87 1.090
82 N -8.2047 -12.5330 -22.5812  C81 1.481, O83 1.215, O84 1.238
83 O -7.1386 -12.8718 -22.1062  N82 1.215
84 O -8.4307 -11.4058 -23.0408  N82 1.238
85 H -8.6773 -14.6240 -22.5397  C81 1.090
86 H -9.2720 -13.6270 -23.8970  C81 1.090
87 H -9.9275 -13.3578 -22.1505  C81 1.090
88 C -6.8378 -17.2587 -15.4519  N89 1.464, H92 1.090, H93 1.090, H94 1.090
89 N -7.4140 -16.3958 -16.4851  C88 1.464, O90 1.209, O91 1.235
90 O -6.8377 -16.0382 -17.4861  N89 1.209
91 O -8.4539 -15.7992 -16.1869  N89 1.235
92 H -6.8098 -16.8990 -14.4233  C88 1.090
93 H -5.8997 -17.6061 -15.8847  C88 1.090
94 H -7.4759 -18.1402 -15.3901  C88 1.090
95 C -6.0504 -11.0834 -18.6599  N96 1.464, H99 1.090, H100 1.090, H101 1.090
96 N -5.9551 -12.5415 -18.7535  C95 1.464, O97 1.239, O98 1.209
97 O -6.9396 -13.2432 -19.0253  N96 1.239
98 O -4.8660 -13.0672 -18.7461  N96 1.209
99 H -5.1528 -10.6691 -19.1191  C95 1.090
100 H -6.1781 -10.7328 -17.6358  C95 1.090
101 H -6.9432 -10.7507 -19.1894  C95 1.090
102 C -5.8290 -15.6481 -20.7235  N103 1.520, H106 1.090, H107 1.090, H108 1.090
103 N -5.7930 -16.0929 -22.1760  C102 1.520, O104 1.247, O105 1.234
104 O -5.0575 -15.5033 -22.9922  N103 1.247
105 O -6.4673 -17.0625 -22.5324  N103 1.234
106 H -4.8534 -15.2793 -20.4068  C102 1.090
107 H -6.0002 -16.5638 -20.1574  C102 1.090
108 H -6.6528 -14.9779 -20.4781  C102 1.090

---

No. 2
Molecular formula: C24H63ClN2O22P5
Method: DFT, wB97M-V/def2-TZVPD

Net charge = -1

Each atom is followed by the atoms it is bonded to, with distances in Å.
Cartesian coordinates (Å):
1 N -1.5019 -3.7782 -2.1290  C2 1.513, H15 1.028, H16 1.032
2 C -0.4277 -2.7276 -1.9521  N1 1.513, C3 1.634, H17 1.153, H18 1.139
3 C 0.5018 -2.6415 -3.2929  C2 1.634, C4 1.604, H19 1.150, H20 1.140
4 C -0.4919 -2.3002 -4.5055  C3 1.604, C5 1.602, H21 1.140, H22 1.155
5 C 0.1424 -1.3941 -5.6648  C4 1.602, N6 1.486, H23 1.156, H24 1.159
6 N 0.9284 -0.2272 -5.1856  C5 1.486, C7 1.486, C11 1.485
7 C 0.1001 0.7734 -4.4643  N6 1.486, C8 1.629, H25 1.151, H26 1.148
8 C 1.0772 1.6706 -3.5185  C7 1.629, C9 1.619, H27 1.145, H28 1.142
9 C 1.6079 0.7884 -2.2688  C8 1.619, Cl10 1.864, H29 1.146, H30 1.143
10 Cl 3.3018 0.0834 -2.6000  C9 1.864
11 C 1.6797 0.3620 -6.3230  N6 1.485, C12 1.617, H31 1.155, H32 1.148
12 C 0.7385 0.9209 -7.5137  C11 1.617, O13 1.282, O14 1.401
13 O 0.4332 0.2130 -8.5382  C12 1.282
14 O 0.2512 2.2339 -7.4959  C12 1.401
15 H -1.0864 -4.5694 -2.6376  N1 1.028
16 H -2.2769 -3.3961 -2.6927  N1 1.032
17 H -1.0034 -1.7322 -1.8649  C2 1.153
18 H 0.1811 -2.9264 -1.0100  C2 1.139
19 H 0.9093 -3.7082 -3.4309  C3 1.150
20 H 1.3123 -1.8608 -3.1118  C3 1.140
21 H -0.9177 -3.2734 -4.9186  C4 1.140
22 H -1.3799 -1.7032 -4.0706  C4 1.155
23 H 0.8318 -2.0742 -6.2957  C5 1.156
24 H -0.7313 -1.1046 -6.3684  C5 1.159
25 H -0.6618 0.3111 -3.7363  C7 1.151
26 H -0.4999 1.4754 -5.1458  C7 1.148
27 H 0.4969 2.6029 -3.1952  C8 1.145
28 H 2.0060 2.0365 -4.0730  C8 1.142
29 H 0.8645 -0.0449 -2.0101  C9 1.146
30 H 1.7364 1.5137 -1.3945  C9 1.143
31 H 2.3807 -0.4153 -6.8105  C11 1.155
32 H 2.3596 1.2398 -6.0318  C11 1.148
33 C -6.6117 -5.1250 1.3014  O34 1.416, H41 1.092, H42 1.091, H43 1.092
34 O -6.0086 -3.8580 1.4932  C33 1.416, P35 1.717
35 P -4.3172 -3.6417 1.2955  O34 1.717, O36 1.521, O37 1.657, O39 1.721
36 O -4.3824 -4.0503 -0.1683  P35 1.521
37 O -4.0332 -4.9858 2.2220  P35 1.657, C38 1.421
38 C -4.4831 -5.0185 3.5693  O37 1.421, H44 1.092, H45 1.092, H46 1.094
39 O -2.6188 -3.3989 1.1601  P35 1.721, C40 1.422
40 C -1.9448 -2.9825 2.3414  O39 1.422, H47 1.092, H48 1.094, H49 1.091
41 H -7.4860 -5.0041 0.6578  C33 1.092
42 H -5.9327 -5.8511 0.8521  C33 1.091
43 H -6.9579 -5.5007 2.2668  C33 1.092
44 H -5.0956 -5.9102 3.7174  C38 1.092
45 H -5.0686 -4.1334 3.8288  C38 1.092
46 H -3.6181 -5.0821 4.2367  C38 1.094
47 H -1.8322 -3.8220 3.0308  C40 1.092
48 H -2.4918 -2.1700 2.8280  C40 1.094
49 H -0.9516 -2.6247 2.0661  C40 1.091
50 C 2.0713 4.9497 1.2935  O51 1.415, H58 1.093, H59 1.091, H60 1.092
51 O 2.6981 3.8932 1.9959  C50 1.415, P52 1.719
52 P 1.9413 2.3573 2.1438  O51 1.719, O53 1.520, O54 1.654, O56 1.718
53 O 1.9594 2.1539 0.6376  P52 1.520
54 O 0.5173 3.0695 2.5904  P52 1.654, C55 1.423
55 C 0.4718 3.8709 3.7655  O54 1.423, H61 1.092, H62 1.093, H63 1.094
56 O 1.2365 0.8062 2.3647  P52 1.718, C57 1.424
57 C 0.9591 0.4249 3.7078  O56 1.424, H64 1.092, H65 1.093, H66 1.091
58 H 2.7964 5.3883 0.6036  C50 1.093
59 H 1.1960 4.6207 0.7322  C50 1.091
60 H 1.7765 5.7233 2.0058  C50 1.092
61 H 0.0683 4.8529 3.5097  C55 1.092
62 H 1.4590 3.9939 4.2175  C55 1.093
63 H -0.1983 3.4044 4.4939  C55 1.094
64 H 0.0740 0.9477 4.0760  C57 1.092
65 H 1.8161 0.6413 4.3512  C57 1.093
66 H 0.7618 -0.6479 3.7303  C57 1.091
67 C -11.9805 -3.1478 -1.0450  O68 1.416, H75 1.092, H76 1.091, H77 1.092
68 O -12.2229 -3.8855 0.1396  C67 1.416, P69 1.716
69 P -11.2509 -5.2370 0.5554  O68 1.716, O70 1.522, O71 1.655, O73 1.720
70 O -9.9957 -4.3797 0.6423  P69 1.522
71 O -11.4021 -5.8314 -0.9817  P69 1.655, C72 1.422
72 C -12.6917 -6.1469 -1.4916  O71 1.422, H78 1.092, H79 1.092, H80 1.094
73 O -10.3551 -6.6392 0.9921  P69 1.720, C74 1.424
74 C -11.0854 -7.8591 1.0623  O73 1.424, H81 1.092, H82 1.093, H83 1.091
75 H -11.9678 -2.0844 -0.7955  C67 1.092
76 H -11.0371 -3.4161 -1.5217  C67 1.091
77 H -12.8021 -3.3181 -1.7438  C67 1.092
78 H -12.8386 -5.6194 -2.4359  C72 1.092
79 H -13.4878 -5.8689 -0.7972  C72 1.092
80 H -12.7487 -7.2219 -1.6873  C72 1.094
81 H -11.2985 -8.2327 0.0589  C74 1.092
82 H -12.0185 -7.7152 1.6139  C74 1.093
83 H -10.4768 -8.5984 1.5847  C74 1.091
84 C 5.4546 4.8225 6.5619  O85 1.415, H92 1.093, H93 1.091, H94 1.092
85 O 5.4661 4.8253 5.1466  C84 1.415, P86 1.715
86 P 5.3497 3.3632 4.2586  O85 1.715, O87 1.524, O88 1.654, O90 1.719
87 O 3.9722 3.0726 4.8434  P86 1.524
88 O 6.5098 2.6691 5.2106  P86 1.654, C89 1.424
89 C 7.8178 3.2301 5.2499  O88 1.424, H95 1.092, H96 1.092, H97 1.094
90 O 5.2572 1.9179 3.3329  P86 1.719, C91 1.427
91 C 6.3797 1.6211 2.5029  O90 1.427, H98 1.091, H99 1.093, H100 1.091
92 H 4.7399 5.5742 6.9051  C84 1.093
93 H 5.1828 3.8518 6.9783  C84 1.091
94 H 6.4433 5.1099 6.9252  C84 1.092
95 H 8.0857 3.4326 6.2887  C89 1.092
96 H 7.8857 4.1557 4.6743  C89 1.092
97 H 8.5321 2.5068 4.8466  C89 1.094
98 H 7.2111 1.2532 3.1066  C91 1.091
99 H 6.6876 2.5079 1.9437  C91 1.093
100 H 6.0924 0.8411 1.7971  C91 1.091
101 C 8.9464 7.1644 -0.4041  O102 1.415, H109 1.093, H110 1.091, H111 1.092
102 O 7.8189 6.3832 -0.0560  C101 1.415, P103 1.716
103 P 7.7790 4.6965 -0.3709  O102 1.716, O104 1.523, O105 1.654, O107 1.718
104 O 8.9650 4.4188 0.5427  P103 1.523
105 O 8.3074 4.9381 -1.9194  P103 1.654, C106 1.424
106 C 7.5438 5.7479 -2.8070  O105 1.424, H112 1.092, H113 1.092, H114 1.094
107 O 7.5820 3.0225 -0.7033  P103 1.718, C108 1.427
108 C 6.5200 2.6751 -1.5908  O107 1.427, H115 1.091, H116 1.093, H117 1.090
109 H 9.2207 7.7813 0.4549  C101 1.093
110 H 9.8033 6.5576 -0.6988  C101 1.091
111 H 8.6755 7.8330 -1.2238  C101 1.092
112 H 8.1864 6.5308 -3.2144  C106 1.092
113 H 6.6875 6.2085 -2.3096  C106 1.092
114 H 7.1850 5.1328 -3.6371  C106 1.094
115 H 6.7922 2.9107 -2.6210  C108 1.091
116 H 5.6052 3.2051 -1.3147  C108 1.093
117 H 6.3421 1.6019 -1.5168  C108 1.090

---

We obtain electronic energy values of -2524.252379 -4883.490243 Ha for the records listed above, in that order.
We obtain HOMO level values of -0.341 -0.131 Ha for the records listed above, in that order.